Computed, not measured: a structure of composition C28H23ClN5NiO2S3 at a distorted geometry, with ωB97M-V/def2-TZVPD.

Geometry as XYZ:
```
63
Properties=species:S:1:pos:R:3:forces:R:3:lowdin_spin:R:1
Ni -0.6100 0.4475 -0.1691 -1.2 -0.7 1.4 0.957
C -4.5466 1.8127 -3.3461 0.0 0.0 0.0 0.001
S -4.3302 0.0316 -3.1607 0.0 0.0 0.0 0.004
C -2.7995 -0.0887 -2.3047 0.2 0.0 -0.1 0.010
S -1.7415 1.3449 -2.3161 -1.1 0.6 -0.2 0.013
N -2.5526 -1.2181 -1.7724 0.2 0.1 0.0 0.002
N -1.3884 -1.2600 -1.0305 0.1 0.2 -0.5 0.033
C -0.6695 -2.3016 -1.1453 0.0 0.1 0.1 0.002
C 0.5143 -2.3984 -0.2830 0.0 0.0 -0.1 0.010
C 1.4251 -3.4296 -0.4505 0.0 0.0 0.0 0.011
C 2.5045 -3.5064 0.4122 0.0 0.0 0.1 0.002
C 2.6130 -2.5626 1.4180 0.0 -0.1 0.0 0.003
C 1.6624 -1.5544 1.4901 -0.1 0.1 0.1 0.001
N 0.6376 -1.4504 0.6543 0.2 0.0 -0.2 0.011
H -5.5231 1.9294 -3.8130 0.0 0.0 0.0 0.000
H -3.7873 2.2490 -3.9902 0.0 0.0 0.0 0.000
H -4.5539 2.3103 -2.3787 0.0 0.0 0.0 0.000
H -0.9231 -3.1050 -1.8300 0.0 0.0 0.0 0.002
H 1.2923 -4.1361 -1.2589 0.0 0.0 0.0 0.000
H 3.2430 -4.2900 0.3029 0.0 0.0 0.0 0.000
H 3.4219 -2.5883 2.1347 0.0 0.0 0.0 0.000
H 1.7287 -0.7909 2.2543 0.0 0.0 0.0 0.000
N 3.0318 3.3752 -6.2946 0.1 -0.1 0.0 0.002
C 2.6927 2.4659 -5.6759 -0.4 0.1 0.2 0.006
C 2.2480 1.3005 -4.9273 -0.2 -1.4 0.5 0.022
C 2.3055 0.0706 -5.7354 0.3 0.0 -0.3 -0.004
C 2.0379 -1.2082 -5.4558 -0.1 -0.6 -0.5 0.036
N 1.5701 -1.7962 -4.2546 0.6 2.4 0.0 0.115
C 1.3530 -1.0625 -3.2730 -1.6 -5.4 -0.4 0.360
C 1.8664 1.5266 -3.6521 0.5 2.7 -0.4 0.144
H 2.6170 0.2236 -6.7644 0.0 0.1 0.0 0.003
H 2.1437 -1.9425 -6.2450 0.1 0.1 -0.1 0.002
H 0.3903 1.7713 -0.7924 -0.6 0.1 -0.1 0.001
H -0.4969 0.8369 -2.2885 -0.5 -0.6 -0.1 0.001
O -3.0938 -1.2933 7.6537 0.0 0.0 0.0 0.000
C -2.0488 -1.3920 6.7827 0.0 0.0 0.0 0.000
O -1.0367 -1.9214 7.1631 0.0 0.0 0.0 0.000
C -2.2461 -0.8240 5.4319 0.0 0.0 0.0 0.000
C -1.1428 -0.7608 4.5765 0.0 0.0 0.0 0.000
C -1.2485 -0.2212 3.3141 0.0 0.0 0.0 -0.001
C -2.4664 0.2857 2.8221 0.1 -0.1 0.0 0.001
S -2.6217 0.9875 1.2501 0.4 0.1 -0.3 0.005
C -3.5738 0.2052 3.6870 0.0 0.0 0.0 0.000
C -3.4640 -0.3321 4.9519 0.0 0.0 0.0 0.000
H -3.8125 -0.8105 7.2316 0.0 0.0 0.0 0.000
H -0.1958 -1.1451 4.9347 0.0 0.0 0.0 0.000
H -0.3851 -0.1754 2.6649 0.0 0.0 0.0 0.000
H -4.5289 0.5751 3.3364 0.0 0.0 0.0 0.000
H -4.3725 -0.3794 5.5469 0.0 0.0 0.0 0.000
Cl 1.4463 0.5478 -2.2383 1.6 1.4 -1.4 0.054
C 2.3771 0.4729 -1.1074 0.1 0.2 2.0 0.104
C 3.4926 0.5684 -0.2610 0.3 0.2 -0.4 0.008
C 3.4325 1.1282 0.9724 -0.4 0.1 0.2 0.043
C 2.2588 1.6191 1.7071 0.3 0.0 -0.3 -0.003
C 1.0445 2.0687 1.3388 -0.6 0.1 0.0 0.023
C 0.5137 2.5002 0.0057 2.5 0.7 0.6 0.004
C 0.8381 3.7138 -0.4499 -0.8 -0.2 0.0 0.008
H 4.4626 0.1754 -0.5722 -0.1 0.0 0.0 0.002
H 4.3514 1.1006 1.5487 0.0 0.1 0.0 0.003
H 2.3947 1.5917 2.7863 0.0 -0.1 0.0 0.000
H 0.3369 2.2477 2.1454 0.1 0.0 0.1 0.001
H 0.5722 4.0174 -1.4555 0.1 0.0 -0.1 0.000
H 1.3396 4.4432 0.1744 -0.1 0.0 0.1 0.001
```
Positions in Å, forces in eV/Å.

Its LUMO energy (spin up / spin down) is 1.67 / 1.62 eV. The energy is -127010.24044 eV. As for the total charge: -1. The spin multiplicity is 3. The relative energy (zero: lowest compared OMol25 entry of this formula, charge and spin) comes out at 1829.4 kJ/mol.